ORCA calculation (ωB97M-V/def2-TZVPD) on a 12-piece molecular cluster, C51H84Cl24F7IN3O4S overall.

Summary:
Molecular weight: 1946.1 g mol⁻¹
Highest occupied orbital energy: -9.8 eV
E_LUMO: -0.1379 Ha
Charge: +1
Kohn-Sham gap: 6.03 eV
DFT total energy: -14897.347991 Ha

Each line ends with the Löwdin charge.
Cartesian coordinates (Å):
C (-3.2094, 3.4391, -7.1069)  -0.028
C (-3.4294, 3.0126, -5.6902)  -0.218
C (-4.3119, 1.6941, -5.3469)  -0.136
C (-3.5855, 0.4329, -4.6363)  -0.242
N (-3.9231, 0.0978, -3.2436)  -0.026
C (-3.1698, 0.7154, -2.1297)  -0.325
C (-3.4002, -0.3779, -0.8781)  -0.127
C (-4.2765, 0.1917, 0.3662)  -0.187
C (-4.3700, -0.8515, 1.6426)  -0.136
C (-3.7784, -2.3511, 1.3390)  -0.182
O (-4.3143, -3.2471, 2.4165)  -0.153
C (-4.9216, -4.4309, 1.7223)  -0.106
O (-4.2680, -5.6242, 1.6681)  -0.051
C (-3.8028, 2.1925, -1.8436)  -0.132
C (-5.4216, 2.3451, -1.9500)  -0.179
C (-5.7047, 3.8969, -2.5079)  -0.178
C (-5.4893, 5.0500, -1.3638)  -0.160
N (-4.1995, 5.8040, -1.6312)  -0.185
C (-3.3487, 6.1327, -0.4008)  -0.047
C (-2.0134, 6.8893, -0.9833)  -0.082
C (-2.1168, 7.0299, -2.6137)  -0.063
C (-3.5634, 6.3149, -2.9050)  -0.077
C (-1.5000, 0.7248, -2.3054)  -0.178
S (-0.7555, 1.7768, -0.9483)  0.910
O (-0.7869, 3.2609, -1.4863)  -0.327
O (-1.4388, 1.7302, 0.4293)  -0.302
C (1.0649, 1.3239, -0.5572)  -0.201
F (1.6217, 0.3182, -1.4902)  0.002
F (1.0801, 0.6511, 0.7975)  0.004
C (2.0151, 2.6671, -0.3586)  -0.100
F (2.3860, 3.3438, -1.6204)  0.042
F (1.3445, 3.6519, 0.5710)  0.040
C (3.4608, 2.3089, 0.4028)  -0.138
F (4.3956, 3.4392, 0.0399)  0.031
F (3.3478, 2.2786, 1.8799)  0.055
F (4.1027, 1.0771, -0.1106)  0.058
N (-1.1859, 1.1637, -3.7380)  -0.095
C (0.2238, 1.5460, -4.0516)  -0.587
I (0.2432, 3.1309, -5.6461)  0.941
C (1.2361, 0.4052, -4.6296)  -0.288
C (2.8308, 0.8387, -4.3637)  -0.111
C (-1.9210, 0.3608, -4.8014)  -0.157
C (-1.5993, -1.2332, -4.8939)  -0.478
Cl (-2.0160, -2.5343, -3.5863)  0.535
C (-0.9597, -1.8602, -6.1222)  -0.530
C (-0.5338, -1.0467, -7.4778)  -0.130
Cl (-0.6152, -3.7205, -6.1956)  0.543
H (-2.8856, 4.5339, -7.3933)  0.082
H (-3.3899, 2.6292, -7.9444)  0.081
H (-2.9238, 3.6588, -4.8319)  0.075
H (-5.2504, 2.0682, -4.7099)  0.116
H (-4.8001, 1.3489, -6.3823)  0.131
H (-3.9498, -0.5111, -5.2812)  0.119
H (-4.8897, -0.2074, -3.0438)  0.143
H (-3.9101, -1.3794, -1.2789)  0.122
H (-2.3527, -0.7373, -0.4335)  0.120
H (-5.3978, 0.3116, -0.0263)  0.117
H (-3.9727, 1.2404, 0.7828)  0.107
H (-5.5260, -1.0004, 1.9007)  0.133
H (-3.9029, -0.3946, 2.6418)  0.099
H (-4.1596, -2.8310, 0.3284)  0.123
H (-2.6081, -2.4040, 1.4440)  0.145
H (-5.9531, -4.3990, 1.1583)  0.169
H (-3.3494, 2.9531, -2.6454)  0.111
H (-3.5070, 2.6695, -0.7948)  0.124
H (-5.9715, 1.6455, -2.6995)  0.100
H (-5.8673, 2.3316, -0.8503)  0.116
H (-5.0659, 4.0344, -3.4813)  0.078
H (-6.8368, 3.8920, -2.8453)  0.123
H (-6.3726, 5.8381, -1.5186)  0.140
H (-5.5842, 4.6465, -0.2693)  0.132
H (-3.6311, 5.8768, 0.7136)  0.111
H (-1.0867, 7.2935, -0.3676)  0.085
H (-1.3824, 7.4921, -3.4110)  0.086
H (-4.1498, 6.1297, -3.9258)  0.107
H (-1.0351, -0.3567, -2.1273)  0.139
H (-1.6917, 2.1065, -3.7660)  0.127
H (0.8287, 2.0997, -3.2204)  0.069
H (1.1324, 0.4438, -5.8186)  0.062
H (1.0772, -0.6788, -4.1956)  0.019
H (3.4852, -0.0637, -3.9844)  0.078
H (2.9384, 1.7622, -3.6522)  0.067
H (3.3161, 1.1709, -5.4026)  0.097
H (-1.7237, 0.8332, -5.8515)  0.128
H (-1.1908, -0.1130, -7.7340)  0.084
H (-0.7056, -1.8098, -8.3811)  0.070
H (0.6321, -0.7953, -7.5352)  0.104
Cl (1.0079, -2.6176, -2.9309)  0.581
C (1.6497, -4.1861, -3.4803)  -0.653
C (3.1644, -4.1739, -3.6067)  -0.642
Cl (3.7190, -3.1437, -4.9497)  0.552
H (1.1673, -4.4358, -4.4307)  -0.078
H (1.3437, -4.9300, -2.7386)  0.088
H (3.5281, -5.1850, -3.8132)  0.066
H (3.6427, -3.8216, -2.6878)  0.074
Cl (3.8362, -6.3801, -8.5292)  0.546
C (3.7921, -6.9958, -6.8580)  -0.641
C (2.3793, -7.3282, -6.4060)  -0.606
Cl (1.3759, -5.8700, -6.2078)  0.577
H (4.2581, -6.2479, -6.2087)  0.055
H (4.4117, -7.8973, -6.8368)  0.076
H (2.4083, -7.8264, -5.4322)  0.079
H (1.8759, -7.9939, -7.1136)  0.067
Cl (-2.9053, 0.9520, 5.0807)  0.580
C (-1.4923, 1.0731, 4.0024)  -0.653
C (-0.5567, -0.1162, 4.1467)  -0.656
Cl (0.2762, -0.1296, 5.7210)  0.567
H (-0.9814, 2.0170, 4.2176)  0.076
H (-1.8784, 1.1215, 2.9799)  0.040
H (0.2210, -0.0724, 3.3783)  0.060
H (-1.0908, -1.0648, 4.0364)  0.068
Cl (7.2307, 0.3192, 2.9846)  0.544
C (6.4225, 1.8617, 3.3606)  -0.666
C (7.4064, 3.0162, 3.4585)  -0.652
Cl (8.4610, 2.8819, 4.8875)  0.573
H (5.8591, 1.7316, 4.2900)  0.075
H (5.7077, 2.0488, 2.5536)  0.039
H (6.8625, 3.9607, 3.5549)  0.075
H (8.0430, 3.0796, 2.5707)  0.072
Cl (1.8766, -8.7361, -10.4905)  0.519
C (3.2896, -8.6150, -11.5688)  -0.666
C (4.2253, -9.8043, -11.4245)  -0.658
Cl (5.0582, -9.8177, -9.8502)  0.528
H (3.8005, -7.6711, -11.3536)  0.052
H (2.9036, -8.5667, -12.5913)  0.074
H (5.0029, -9.7605, -12.1929)  0.075
H (3.6912, -10.7529, -11.5348)  0.071
Cl (-0.0450, -7.7615, 1.1858)  0.521
C (-0.6814, -7.8043, 2.8493)  -0.659
C (-1.3962, -6.5161, 3.2236)  -0.665
Cl (-0.2723, -5.1427, 3.3750)  0.518
H (0.1528, -8.0144, 3.5262)  0.070
H (-1.3792, -8.6456, 2.8991)  0.075
H (-1.8862, -6.6319, 4.1951)  0.078
H (-2.1605, -6.2506, 2.4869)  0.034
Cl (-4.3002, 0.2913, 9.8443)  0.536
C (-2.9508, 0.7521, 8.7762)  -0.685
C (-1.6063, 0.2994, 9.3221)  -0.669
Cl (-1.1391, 1.1964, 10.7882)  0.534
H (-2.9848, 1.8371, 8.6358)  0.070
H (-3.1384, 0.2784, 7.8080)  0.022
H (-0.8239, 0.4795, 8.5788)  0.043
H (-1.6077, -0.7681, 9.5625)  0.072
Cl (6.8679, 3.0509, 9.6043)  0.566
C (8.2172, 3.5117, 8.5361)  -0.666
C (9.5617, 3.0590, 9.0821)  -0.666
Cl (10.0289, 3.9560, 10.5481)  0.542
H (8.1833, 4.5968, 8.3957)  0.075
H (8.0297, 3.0380, 7.5679)  0.007
H (10.3442, 3.2391, 8.3387)  0.071
H (9.5603, 1.9915, 9.3224)  0.070
Cl (5.4933, 6.7413, 11.4492)  0.529
C (5.0788, 5.0835, 11.9529)  -0.687
C (4.4919, 5.0393, 13.3544)  -0.725
Cl (5.7006, 5.4313, 14.6025)  0.534
H (5.9815, 4.4694, 11.8738)  0.027
H (4.3479, 4.7073, 11.2309)  0.068
H (4.1277, 4.0310, 13.5730)  -0.025
H (3.6537, 5.7344, 13.4624)  0.046
Cl (-3.9531, -1.9157, -7.6132)  0.593
C (-4.5438, -3.3816, -8.4356)  -0.627
C (-3.4109, -4.3172, -8.8249)  -0.652
Cl (-2.3965, -3.6413, -10.1236)  0.557
H (-5.1272, -3.0694, -9.3076)  0.075
H (-5.2194, -3.8849, -7.7375)  0.078
H (-3.8200, -5.2594, -9.2018)  0.079
H (-2.7645, -4.5444, -7.9717)  0.033
Cl (2.0364, 3.0248, 13.7745)  0.603
C (1.4000, 2.9820, 15.4380)  -0.630
C (0.6852, 4.2702, 15.8123)  -0.656
Cl (1.8091, 5.6436, 15.9636)  0.560
H (2.2342, 2.7719, 16.1148)  0.076
H (0.7022, 2.1407, 15.4878)  0.073
H (0.1952, 4.1544, 16.7837)  0.073
H (-0.0791, 4.5357, 15.0755)  0.070